# 1
Entry from the OMol25 dataset: a single C4H8N2 molecule (ωB97M-V/def2-TZVPD).

## Properties
Max |F| in eV Å⁻¹: 0.9
Gap between HOMO and LUMO (alpha / beta) in eV: 7.98 / 6.60
Energy above the lowest of the compared OMol25 structures with the same formula, charge and spin in kJ/mol: 335.52
Total energy in eV: -7254.39794
HOMO (alpha / beta) in Ha: -0.28385 / -0.23916

Element x y z (Å)
C 0.21332 -1.33951 -0.49451
N 0.10896 0.10618 -0.31633
C 1.06563 0.93472 -1.03703
C -0.74383 0.62627 0.53051
C -1.38964 -0.01755 1.70230
N -1.00588 -1.12407 2.15842
H 1.15828 -1.57245 -0.99101
H -0.61696 -1.68701 -1.11688
H 0.11783 -1.79363 0.50507
H 2.07663 0.70752 -0.67986
H 0.85459 1.98929 -0.85034
H 1.01445 0.73443 -2.11041
H -0.78881 1.71759 0.50198
H -2.06457 0.71824 2.19809

***

# 2
Entry from the OMol25 dataset: a single C4H8N2 molecule at a distorted geometry (ωB97M-V/def2-TZVPD).

## Properties
Max |F| in eV Å⁻¹: 1.3
Gap between HOMO and LUMO in eV: 7.73
Energy above the lowest of the compared OMol25 structures with the same formula, charge and spin in kJ/mol: 253.35
Total energy in eV: -7255.24957
HOMO in Ha: -0.26872

Element x y z (Å)
C 1.26254 -0.28150 0.33078
N -0.21068 -0.06261 0.23561
C -0.64863 1.02057 -0.71398
C -0.91440 -1.34646 -0.04802
C -0.25835 2.27152 -0.19877
N 0.01473 3.28929 0.31605
H 1.60412 -0.61697 -0.65155
H 1.49246 -1.03609 1.09027
H 1.73056 0.67170 0.57616
H -0.53082 0.26388 1.14778
H -0.30087 0.77627 -1.71598
H -1.81213 -1.10684 -0.61242
H -0.25992 -1.98738 -0.64007
H -1.16861 -1.85538 0.88413

***

# 3
Entry from the OMol25 dataset: a single C4H8N2 molecule at a distorted geometry (ωB97M-V/def2-TZVPD).

## Properties
SMILES: CN(C)CC#N
Max |F| in eV Å⁻¹: 1.1
Gap between HOMO and LUMO in eV: 9.94
Energy above the lowest of the compared OMol25 structures with the same formula, charge and spin in kJ/mol: 84.57
Total energy in eV: -7256.99889
HOMO in Ha: -0.33434

Element x y z (Å)
C -0.61366 1.42621 0.02681
N -0.44169 0.03908 -0.36177
C -0.98008 -0.91610 0.59121
C 0.83944 -0.31521 -0.91030
C 1.93343 -0.57815 0.06765
N 2.77909 -0.82486 0.81806
H -1.66263 1.70505 -0.12424
H -0.00864 2.07247 -0.61634
H -0.34297 1.63513 1.07310
H -0.26683 -1.18718 1.38955
H -1.29014 -1.83262 0.07629
H -1.86469 -0.48079 1.06698
H 1.18044 0.48041 -1.58157
H 0.73892 -1.22344 -1.51543

***

# 4
Entry from the OMol25 dataset: a single C4H8N2 molecule at a distorted geometry (ωB97M-V/def2-TZVPD).

## Properties
SMILES: CN(C)CC#N
Max |F| in eV Å⁻¹: 1.5
Gap between HOMO and LUMO in eV: 9.56
Energy above the lowest of the compared OMol25 structures with the same formula, charge and spin in kJ/mol: 142.00
Total energy in eV: -7256.40370
HOMO in Ha: -0.32125

Element x y z (Å)
C -0.74480 -1.18313 0.07086
N 0.37875 -0.25799 0.02091
C 0.98425 0.02733 1.30450
C 0.34698 0.70502 -1.07388
C -1.02691 1.14947 -1.35742
N -2.07229 1.63747 -1.27101
H -0.66023 -1.80403 0.96903
H -0.73358 -1.85591 -0.79569
H -1.72951 -0.68891 0.10499
H 0.29778 0.46807 2.04651
H 1.84679 0.68724 1.18394
H 1.35745 -0.91673 1.73003
H 0.94231 0.34352 -1.91961
H 0.70832 1.74136 -0.94841

***

# 5
Entry from the OMol25 dataset: a single C4H8N2 molecule at a distorted geometry (ωB97M-V/def2-TZVPD).

## Properties
SMILES: C=CN(N)C=C
Max |F| in eV Å⁻¹: 5.9
Gap between HOMO and LUMO in eV: 8.77
Energy above the lowest of the compared OMol25 structures with the same formula, charge and spin in kJ/mol: 310.22
Total energy in eV: -7254.66021
HOMO in Ha: -0.28569

Element x y z (Å)
C -2.03972 0.62826 -0.79331
C -0.92758 1.03003 -0.14042
N 0.27354 0.34531 0.08220
N 1.08719 0.58453 1.21583
C 0.51042 -0.95265 -0.43507
C 1.37317 -1.81667 0.10343
H -2.74811 1.29775 -0.97411
H -2.04900 -0.31259 -1.43284
H -1.07259 2.05121 0.23781
H 1.94507 1.26023 0.95876
H 0.48569 1.08604 1.92470
H -0.11119 -0.98458 -1.37980
H 1.70853 -2.68124 -0.37237
H 2.04918 -1.51693 0.94024

***

# 6
Entry from the OMol25 dataset: a single C4H8N2 molecule at a distorted geometry (ωB97M-V/def2-TZVPD).

## Properties
Max |F| in eV Å⁻¹: 3.8
Gap between HOMO and LUMO (alpha / beta) in eV: 5.77 / 5.18
Energy above the lowest of the compared OMol25 structures with the same formula, charge and spin in kJ/mol: 696.88
Total energy in eV: -7250.65272
HOMO (alpha / beta) in Ha: -0.26313 / -0.25525

Element x y z (Å)
C 0.30251 -0.51963 1.78029
C 0.09092 0.65753 0.40619
C -0.28187 1.82208 0.53264
H 0.64334 0.19267 2.51985
H -0.66104 -0.93810 2.04089
H 1.03136 -1.30851 1.64863
H -0.63956 2.79915 0.75065
N 0.01310 0.06683 -2.21747
C 0.27462 -0.43170 -0.92111
N -0.51312 -1.53919 -0.57381
H -0.92752 0.40558 -2.35471
H 0.70087 0.69136 -2.60998
H -1.36896 -1.20727 -0.12798
H 1.33535 -0.69078 -0.87407

***

# 7
Entry from the OMol25 dataset: C4H8N2 as an isolated structure at a distorted geometry (ωB97M-V/def2-TZVPD).

## Properties
Max |F| in eV Å⁻¹: 1.0
Gap between HOMO and LUMO in eV: 7.74
Energy above the lowest of the compared OMol25 structures with the same formula, charge and spin in kJ/mol: 481.19
Total energy in eV: -7252.88826
HOMO in Ha: -0.27212

Element x y z (Å)
C 1.67498 -0.21093 0.18476
N 0.21889 -0.23914 0.35747
C -0.58295 0.72910 -0.40946
C -1.33410 -1.16043 -0.18420
C -0.51017 2.08309 0.05306
N -0.50959 3.15521 0.51113
H 1.92533 -0.53484 -0.82913
H 2.16872 -0.87080 0.90350
H 2.02215 0.82223 0.31978
H -0.02406 -0.17840 1.33914
H -0.42384 0.62013 -1.47809
H -1.21483 -1.37488 -1.24078
H -1.07802 -2.03507 0.42341
H -2.33252 -0.80526 0.04942

***

# 8
Entry from the OMol25 dataset: a 2-piece molecular cluster, C4H8N2 overall at a distorted geometry (ωB97M-V/def2-TZVPD).

## Properties
Max |F| in eV Å⁻¹: 3.7
Gap between HOMO and LUMO (alpha / beta) in eV: 8.13 / 8.75
Energy above the lowest of the compared OMol25 structures with the same formula, charge and spin in kJ/mol: 514.00
Total energy in eV: -7252.54811
HOMO (alpha / beta) in Ha: -0.27162 / -0.28976

Element x y z (Å)
C 1.44069 -0.14657 0.15920
C 0.22785 -0.65848 -0.06915
C 1.73201 1.31284 -0.00381
C -0.79849 -1.68550 -0.05981
N -2.27263 0.54929 0.28146
N -1.36778 0.94386 -0.38973
H 2.35716 -0.69792 0.21977
H 2.50056 1.55584 -0.76802
H 0.98493 1.83007 -0.43989
H 1.86360 1.64808 1.02124
H -1.40521 -1.61380 -1.07310
H -1.58356 -1.40301 0.60042
H -0.59970 -2.77608 0.09769
H -3.07945 1.14137 0.42372

***

# 9
Entry from the OMol25 dataset: an isolated ion of composition C4H8N2 and charge +2 at a distorted geometry (ωB97M-V/def2-TZVPD).

## Properties
Total charge: +2
Max |F| in eV Å⁻¹: 3.7
Gap between HOMO and LUMO in eV: 8.85
Energy above the lowest of the compared OMol25 structures with the same formula, charge and spin in kJ/mol: 218.63
Total energy in eV: -7235.26793
HOMO in Ha: -0.75462

Element x y z (Å)
C 0.27914 0.52181 -0.24228
C -1.99239 0.08053 -1.07101
C 1.14394 -0.57378 0.21672
C 0.26104 -1.20425 1.13490
N -0.97438 0.13771 -0.32353
N 0.69698 1.74357 -0.24839
H -2.98568 -0.15869 -0.68301
H -1.90015 0.13078 -2.10740
H 1.62027 -1.18898 -0.56093
H 1.82918 -0.58515 1.10120
H 0.40207 -2.21759 1.62968
H -0.38149 -0.55430 1.65161
H 1.56312 1.94500 0.23388
H 0.18804 2.52496 -0.62313

***

total energy of number 5 (C4H8N2)?
-7254.66021 eV

***

Which value of total energy does entry 1 give?
-7254.39794 eV